Record 1
Below is C47H47BiN3O10PSSb as an isolated structure, with properties calculated with ωB97M-V/def2-TZVPD.

```
111
Properties=species:S:1:pos:R:3:forces:R:3
Bi 0.07954 0.35415 -0.69934 -0.051 -0.129 0.002
O -0.72389 5.79681 0.32675 0.051 0.057 -0.009
C 0.19834 5.81334 -0.64902 -0.006 0.002 0.021
C 0.81548 7.03185 -0.93647 -0.034 -0.016 0.028
C 1.76316 7.12098 -1.93672 -0.003 0.014 0.003
C 2.11667 5.99813 -2.67809 0.013 0.002 -0.014
C 1.51542 4.78822 -2.38950 -0.003 -0.019 0.022
C 0.56195 4.67038 -1.38125 0.030 0.008 -0.023
C -0.03752 3.34537 -1.12202 -0.093 -0.031 -0.013
O 0.43533 2.32164 -1.75513 0.067 0.078 -0.014
N -1.06520 3.29358 -0.30353 0.037 0.087 0.015
N -1.60042 2.01944 -0.31779 -0.105 -0.089 0.056
C -2.87224 1.91305 -0.25781 0.063 0.107 -0.013
C -3.59996 0.74879 -0.71304 0.004 -0.054 -0.052
C -4.95737 0.62873 -0.39492 0.002 -0.016 -0.006
C -5.78095 -0.27395 -1.03242 -0.022 0.034 0.046
C -5.25236 -1.02271 -2.08873 0.022 -0.020 -0.021
C -3.92539 -0.92145 -2.43271 -0.019 0.000 0.011
C -3.02369 -0.09975 -1.70654 -0.006 -0.026 0.003
O -1.76207 -0.14979 -1.99284 -0.062 0.032 -0.017
H -1.06392 4.87112 0.38819 -0.025 0.014 -0.005
H 0.52920 7.89455 -0.34888 0.006 0.004 -0.003
H 2.23193 8.07621 -2.14197 -0.002 0.001 0.001
H 2.85789 6.06701 -3.46358 0.000 0.001 0.002
H 1.77374 3.89379 -2.93967 0.008 -0.017 -0.002
H -3.44641 2.81113 -0.01771 0.009 0.007 -0.005
H -5.36315 1.28578 0.36709 -0.015 0.019 0.012
H -6.82463 -0.35936 -0.76033 0.003 0.004 0.000
H -5.89697 -1.69114 -2.64914 -0.001 -0.001 0.001
H -3.51201 -1.49773 -3.25170 -0.002 0.010 -0.003
O 1.78817 3.69986 1.25295 0.112 -0.076 0.048
C 1.41932 2.60448 1.66133 -0.232 0.107 -0.151
O 1.38987 1.51710 0.97742 0.068 -0.013 0.266
C 0.95511 2.50418 3.11094 0.149 0.024 0.001
C 1.30957 3.56541 3.94540 -0.009 0.007 -0.023
C 0.99421 3.55722 5.29032 -0.010 -0.002 0.021
C 0.29920 2.47915 5.82603 0.016 0.019 -0.023
C -0.07559 1.43443 5.00183 -0.014 0.028 0.005
C 0.24176 1.42711 3.63948 -0.027 -0.089 0.105
P -0.33033 0.00509 2.61602 -0.016 0.194 -0.252
C -1.94008 -0.29921 3.43931 -0.018 -0.120 0.056
C -2.21502 -1.32388 4.33838 0.001 -0.041 0.067
C -3.49368 -1.48389 4.86064 0.002 -0.020 0.031
C -4.51357 -0.61866 4.49469 -0.008 -0.004 0.012
C -4.24490 0.41696 3.60817 -0.028 0.013 -0.022
C -2.97218 0.56947 3.08411 -0.035 -0.041 0.012
C 0.73263 -1.33981 3.25059 0.186 0.059 0.024
C 0.38807 -2.67187 3.01580 -0.011 -0.012 -0.038
C 1.24669 -3.70032 3.36751 -0.018 -0.040 -0.010
C 2.48438 -3.41805 3.93197 0.009 0.012 0.014
C 2.84682 -2.09778 4.14847 0.011 -0.021 0.016
C 1.97623 -1.06744 3.81864 -0.069 -0.026 -0.022
H 1.84043 4.39221 3.49367 0.002 0.005 -0.003
H 1.28683 4.38728 5.92178 -0.002 0.000 -0.003
H 0.04442 2.45672 6.87870 0.003 -0.004 -0.001
H -0.62983 0.60240 5.41902 0.011 0.025 0.022
H -1.42673 -2.00545 4.63988 -0.068 0.056 -0.009
H -3.68869 -2.28807 5.56067 -0.006 0.003 -0.002
H -5.50986 -0.74573 4.89968 0.002 0.001 0.001
H -5.03092 1.10502 3.32065 0.002 -0.014 0.001
H -2.76756 1.37689 2.39125 0.007 0.012 -0.045
H -0.54766 -2.89290 2.51856 -0.007 0.004 -0.019
H 0.95601 -4.72775 3.17960 0.008 0.002 0.004
H 3.16284 -4.22125 4.19201 -0.004 0.002 -0.001
H 3.81438 -1.86239 4.57458 -0.002 -0.001 0.001
H 2.27869 -0.04351 3.99277 -0.007 0.042 -0.006
O 1.63291 -1.59375 0.33142 0.196 0.017 0.071
C 1.91080 -2.71073 -0.06139 -0.271 -0.239 0.090
C 1.57472 -3.29426 -1.34708 0.117 -0.012 -0.007
C 1.81958 -4.65439 -1.49898 -0.016 -0.027 -0.065
C 1.47304 -5.31048 -2.66145 -0.015 0.117 0.089
C 0.86913 -4.60440 -3.72122 0.019 0.014 0.029
C 0.64173 -3.26707 -3.60461 -0.010 -0.008 -0.050
C 0.99942 -2.52603 -2.42285 -0.008 0.069 -0.048
O 0.82833 -1.27928 -2.38135 -0.088 -0.034 -0.124
N 1.70902 -6.72485 -2.78324 0.028 -0.161 0.022
O 1.37262 -7.28226 -3.81987 0.007 0.052 0.027
O 2.23059 -7.31531 -1.84603 -0.023 0.051 -0.043
H 2.41470 -3.41024 0.63615 0.089 0.058 -0.039
H 2.27079 -5.21274 -0.68846 0.012 -0.016 0.006
H 0.59940 -5.14210 -4.61915 -0.003 -0.006 0.000
H 0.19029 -2.70281 -4.41029 -0.003 0.002 0.005
C -4.67474 -4.34264 1.32501 -0.009 -0.015 -0.021
C -3.39301 -3.58503 1.62795 0.038 0.100 -0.044
S -2.98259 -2.40533 0.31587 -0.212 -0.204 0.038
O -1.65320 -1.83081 0.70120 0.262 0.044 -0.040
C -2.62052 -3.56754 -1.02682 -0.019 0.037 0.007
C -1.65287 -4.67295 -0.65342 0.015 -0.017 0.041
H -4.98698 -4.92113 2.19497 -0.003 0.008 -0.001
H -4.54343 -5.03629 0.49329 -0.011 -0.001 0.004
H -5.48266 -3.65406 1.07029 0.000 -0.003 -0.003
H -2.53678 -4.24252 1.78618 0.003 0.019 -0.017
H -3.50045 -2.95120 2.50995 -0.005 0.004 -0.002
H -2.20000 -2.90692 -1.78880 0.022 -0.001 0.025
H -3.57649 -3.93618 -1.40585 0.000 0.014 0.010
H -0.83206 -4.27169 -0.05604 -0.009 0.003 -0.003
H -1.21858 -5.10884 -1.55227 0.021 -0.019 -0.033
H -2.14190 -5.47177 -0.09313 0.019 0.001 -0.004
C 4.82172 0.19564 -2.67263 0.038 0.051 0.076
Sb 3.38975 0.84282 -1.18006 0.013 -0.007 -0.109
C 4.46862 0.03683 0.48945 0.010 0.028 0.004
C 4.12610 2.84441 -1.03332 0.065 -0.022 -0.008
H 5.83428 0.47845 -2.37944 -0.009 -0.002 0.007
H 4.58830 0.66050 -3.63079 -0.019 -0.002 0.004
H 4.77492 -0.88673 -2.79401 -0.023 -0.009 0.008
H 5.41540 0.56359 0.61816 -0.017 -0.009 -0.013
H 4.66437 -1.02174 0.32007 -0.004 -0.029 -0.002
H 3.85698 0.14013 1.38413 -0.016 0.009 0.007
H 5.15665 2.83177 -0.67424 -0.012 -0.008 0.002
H 3.49191 3.40871 -0.35167 -0.022 -0.003 0.027
H 4.09801 3.31370 -2.01586 -0.009 0.005 -0.027
```
Forces are in eV/Å.

Summary:
Energy above the lowest of the compared OMol25 structures with the same formula, charge and spin (kcal/mol): 24.3
Maximum force (eV Å⁻¹): 0.4
HOMO (Eh): -0.19780
LUMO (eV): 2.0
Charge: -1
Kohn-Sham gap (eV): 7.3699

---

Record 2
Below is C47H47BiN3O10PSSb as an isolated structure, with properties calculated with ωB97M-V/def2-TZVPD.

```
111
Properties=species:S:1:pos:R:3:forces:R:3
Bi -0.04792 -1.27415 0.51804 -0.016 0.123 0.297
O -3.67484 1.52852 -0.45736 -0.158 0.161 0.037
C -3.67008 1.51699 -1.80517 -0.013 -0.011 0.033
C -4.62415 2.29286 -2.46385 -0.020 0.027 -0.009
C -4.67405 2.31827 -3.84202 0.037 -0.023 0.000
C -3.77394 1.56643 -4.59476 -0.026 0.024 0.016
C -2.83613 0.78984 -3.94446 -0.004 0.011 0.024
C -2.76211 0.75275 -2.55150 -0.002 0.026 -0.054
C -1.77551 -0.11578 -1.86669 -0.060 0.006 0.007
O -1.70425 -0.03457 -0.57850 0.061 -0.027 -0.015
N -1.08149 -0.94266 -2.59569 -0.005 -0.008 -0.172
N -0.35515 -1.80235 -1.79720 0.064 0.032 0.075
C 0.13506 -2.82705 -2.38149 0.052 -0.117 -0.074
C 0.67577 -3.98469 -1.69568 -0.029 0.005 -0.033
C 1.36285 -4.93582 -2.45962 0.018 -0.008 -0.004
C 1.76218 -6.14281 -1.92997 0.009 0.000 -0.006
C 1.43132 -6.43122 -0.60457 -0.010 0.031 0.024
C 0.74409 -5.51960 0.16635 0.041 -0.059 -0.003
C 0.36784 -4.26391 -0.34206 0.014 0.050 0.058
O -0.26464 -3.43137 0.45540 -0.028 -0.131 -0.120
H -2.95774 0.90928 -0.17046 0.051 -0.034 0.008
H -5.31213 2.87174 -1.86159 -0.013 0.007 0.007
H -5.41824 2.93026 -4.33648 -0.010 0.007 -0.014
H -3.81079 1.58582 -5.67534 -0.005 0.001 -0.025
H -2.14120 0.17670 -4.50193 0.018 -0.004 -0.008
H 0.04694 -2.87240 -3.46836 -0.003 0.003 0.031
H 1.57585 -4.70040 -3.49648 0.000 -0.001 -0.020
H 2.30622 -6.85688 -2.53246 0.008 -0.011 -0.010
H 1.72551 -7.37819 -0.16905 0.006 -0.018 0.006
H 0.49478 -5.73043 1.19788 -0.004 -0.001 0.018
O 1.89611 0.45400 2.09760 -0.153 -0.016 0.215
C 2.36816 0.64567 0.96783 0.085 0.238 -0.049
O 2.47531 -0.22021 0.05451 0.072 -0.296 -0.291
C 2.79648 2.03651 0.57507 0.019 0.084 0.031
C 3.58304 2.80591 1.42564 -0.042 -0.083 -0.032
C 3.97551 4.07759 1.04799 0.012 0.065 -0.044
C 3.55176 4.60183 -0.16940 0.008 -0.022 0.039
C 2.73142 3.85170 -0.99642 -0.020 -0.072 0.001
C 2.35614 2.55619 -0.64025 -0.030 0.067 -0.054
P 1.13928 1.58468 -1.62618 -0.098 0.019 -0.059
C 2.02044 1.30070 -3.20397 0.106 -0.018 0.035
C 1.29334 0.84702 -4.30793 -0.001 -0.025 0.031
C 1.93442 0.48993 -5.48378 -0.007 -0.005 0.022
C 3.31922 0.54980 -5.57096 0.008 0.029 0.029
C 4.05384 0.97010 -4.47207 -0.005 -0.009 -0.040
C 3.41094 1.34467 -3.29995 -0.042 0.043 0.031
C -0.03870 2.93390 -2.03238 0.082 -0.044 -0.031
C -0.85679 3.30111 -0.95827 0.010 -0.006 0.041
C -1.89172 4.20850 -1.12086 -0.012 0.007 -0.009
C -2.12539 4.75774 -2.37266 -0.015 -0.013 0.024
C -1.31656 4.42077 -3.44710 0.038 -0.012 -0.020
C -0.27573 3.51740 -3.27099 -0.031 0.012 0.023
H 3.87005 2.38889 2.38258 0.022 0.010 0.026
H 4.60167 4.66904 1.70440 0.010 0.012 0.006
H 3.84619 5.60143 -0.46351 0.007 0.015 -0.002
H 2.36624 4.27600 -1.92532 0.002 0.001 0.010
H 0.21719 0.74898 -4.23135 -0.021 -0.004 -0.002
H 1.35028 0.14716 -6.32851 -0.012 -0.007 -0.020
H 3.82175 0.26241 -6.48576 0.006 -0.009 -0.011
H 5.13502 1.00534 -4.52377 0.007 0.001 0.003
H 3.99743 1.66489 -2.44785 -0.010 0.003 0.011
H -1.32225 2.55824 0.79986 0.039 0.031 0.000
H -2.51761 4.45908 -0.27321 -0.016 0.007 0.019
H -2.94765 5.44881 -2.50850 -0.012 0.009 0.005
H -1.50185 4.85111 -4.42279 0.007 -0.002 -0.013
H 0.34820 3.24674 -4.11314 0.001 0.008 -0.024
O 0.36472 -1.97664 2.99089 0.012 -0.110 0.085
C -0.40446 -2.41913 3.82565 -0.097 0.086 0.060
C -1.84967 -2.50508 3.72957 0.160 -0.029 0.045
C -2.52757 -2.99856 4.84140 0.075 -0.023 0.100
C -3.89771 -3.07786 4.85139 0.019 0.047 -0.105
C -4.64220 -2.65699 3.73556 -0.013 -0.007 0.007
C -3.99739 -2.17270 2.63726 -0.031 0.002 0.015
C -2.57263 -2.07236 2.57969 -0.083 -0.013 -0.092
O -2.04635 -1.59551 1.52248 -0.037 0.070 -0.048
N -4.57865 -3.58822 6.01997 0.017 0.032 -0.037
O -3.90591 -3.94480 6.97340 0.007 -0.039 0.080
O -5.79774 -3.63508 5.99616 -0.073 -0.026 0.039
H 0.00796 -2.77641 4.78977 0.004 -0.024 -0.046
H -1.97009 -3.31893 5.71322 -0.015 0.002 -0.016
H -5.72059 -2.72496 3.76898 0.019 0.002 -0.005
H -4.54387 -1.83784 1.76627 -0.008 0.007 -0.013
C -4.40147 2.54255 3.03589 0.034 0.058 0.077
C -3.00027 2.76646 3.59141 -0.024 -0.012 -0.019
S -1.92022 1.44756 2.98399 0.115 0.025 -0.034
O -0.54526 2.74874 0.24750 0.002 0.015 0.071
C -0.41684 1.73141 3.96211 -0.044 -0.033 0.022
C 0.34929 3.00065 3.62945 -0.080 -0.016 0.007
H -5.07241 3.33640 3.36824 -0.012 0.002 -0.007
H -4.80255 1.58773 3.37666 -0.001 -0.017 -0.002
H -4.39254 2.53258 1.94620 -0.003 -0.008 -0.056
H -2.99989 2.73455 4.68293 -0.018 -0.008 0.008
H -2.61535 3.73988 3.28284 0.004 -0.009 -0.006
H 0.20731 0.86022 3.76168 0.033 0.004 -0.033
H -0.70741 1.70357 5.01549 -0.014 -0.004 -0.001
H 0.72573 2.96532 2.61098 -0.005 -0.010 -0.108
H 1.20763 3.09893 4.29707 0.008 -0.002 0.018
H -0.27400 3.88946 3.74607 0.008 0.021 0.011
C 4.69202 -1.72149 2.03517 -0.040 -0.002 0.003
Sb 3.25401 -2.83208 0.89286 0.090 -0.148 -0.021
C 4.26805 -2.64888 -0.99073 -0.035 0.047 -0.003
C 4.14866 -4.77247 1.31699 0.005 0.062 0.002
H 5.70128 -2.01708 1.75026 0.026 -0.024 -0.022
H 4.54413 -1.91270 3.09711 -0.007 -0.007 0.023
H 4.55213 -0.65911 1.85075 0.004 0.018 -0.003
H 5.31078 -2.95451 -0.90423 0.027 -0.006 0.041
H 4.20658 -1.60933 -1.30907 -0.010 0.002 -0.018
H 3.77074 -3.28031 -1.72742 -0.002 -0.007 -0.007
H 5.21696 -4.68444 1.51799 0.028 0.039 0.000
H 4.00460 -5.41050 0.44475 -0.029 -0.021 -0.006
H 3.66126 -5.24089 2.17191 -0.002 -0.018 0.020
```
Forces are in eV/Å.

Summary:
Energy above the lowest of the compared OMol25 structures with the same formula, charge and spin (kcal/mol): 0.0
Maximum force (eV Å⁻¹): 0.4
HOMO (Eh): -0.20008
LUMO (eV): 2.0
Charge: -1
Kohn-Sham gap (eV): 7.4040